Molecular formula: C28H52P2Pd
Method: DFT, wB97M-V/def2-TZVPD

Computed properties:
multiplicity: 5
E_HOMO (alpha / beta): -12.72 / -13.43 eV
<S²>: 6.012
total charge: +2
E_tot: -1907.9753 hartree

Geometry (Å):
Pd (-0.1709, -0.0572, 1.5115)
C (-0.4112, -2.2575, 2.3652)
C (0.9780, -2.4685, 2.0664)
C (0.8689, -0.8386, 3.7040)
C (-0.4854, -1.2716, 3.4323)
C (1.7543, -1.6036, 2.8830)
C (-1.5627, -3.0993, 1.9483)
H (-1.3589, -3.6047, 1.0053)
H (-2.4561, -2.4756, 1.8360)
H (-1.7985, -3.8770, 2.6931)
C (-1.6174, -1.1413, 4.3749)
H (-2.5417, -1.5387, 3.9428)
H (-1.7680, -0.0989, 4.6571)
H (-1.4364, -1.6975, 5.3118)
C (1.2549, 0.0947, 4.7819)
H (1.2690, -0.4099, 5.7678)
H (0.5502, 0.9387, 4.8602)
H (2.2613, 0.5038, 4.6120)
C (3.2270, -1.5592, 2.9853)
H (3.5734, -2.1501, 3.8489)
H (3.5841, -0.5309, 3.1314)
H (3.7051, -1.9776, 2.0932)
C (1.5105, -3.5214, 1.1732)
H (1.8704, -4.4034, 1.7389)
H (2.3632, -3.1421, 0.5866)
H (0.7397, -3.8757, 0.4745)
C (-1.7111, 0.5032, -4.7714)
C (-1.5922, -0.8308, -4.8745)
C (-0.7606, -1.5530, -5.8934)
C (0.6181, -0.9098, -6.2003)
C (1.3351, -0.3776, -5.0028)
C (1.2417, 0.8685, -4.5196)
C (0.3663, 1.9636, -5.0355)
C (-0.9917, 1.4957, -5.6218)
H (-1.2964, -1.6572, -6.8518)
H (0.4953, -0.1340, -6.9653)
H (-0.6024, -2.5845, -5.5500)
H (-0.8387, 1.1108, -6.6316)
H (-2.4902, 0.9461, -4.1464)
H (-2.2779, -1.4938, -4.3433)
H (-1.6296, 2.3844, -5.7447)
H (0.1662, 2.6736, -4.2209)
H (1.9602, 1.2071, -3.7678)
H (0.8863, 2.5508, -5.8087)
H (1.2517, -1.6823, -6.6690)
H (2.0821, -1.0744, -4.6069)
P (-0.9700, -0.1177, -0.6223)
P (1.7195, 1.1014, 0.5055)
C (-0.0503, 1.0861, -1.6837)
C (1.0331, 1.9403, -0.9811)
H (-0.8185, 1.7224, -2.1607)
H (0.3920, 0.4583, -2.4749)
H (1.8535, 2.1582, -1.6833)
H (0.6071, 2.8992, -0.6561)
C (2.7528, 2.2743, 1.4486)
H (3.2783, 1.7589, 2.2736)
H (2.1429, 3.0749, 1.8720)
H (3.5062, 2.7157, 0.7729)
C (2.9140, -0.0802, -0.1718)
H (3.4987, 0.3923, -0.9800)
H (2.3882, -0.9603, -0.5570)
H (3.5991, -0.4013, 0.6257)
C (-2.7242, 0.2822, -0.6269)
H (-3.2543, -0.3416, 0.1089)
H (-3.0964, 0.0815, -1.6399)
H (-2.8441, 1.3386, -0.3660)
C (-0.7442, -1.7660, -1.3332)
H (0.2871, -2.1159, -1.1694)
H (-0.9706, -1.7268, -2.4103)
H (-1.4338, -2.4518, -0.8211)
C (-3.0314, 1.6749, 2.8272)
C (-1.7518, 2.4565, 3.0591)
C (-1.3903, 2.5506, 4.5473)
C (-0.5905, 2.0083, 2.1323)
H (-2.9380, 0.6452, 3.1795)
H (-3.2954, 1.6552, 1.7700)
H (-3.8573, 2.1282, 3.3732)
H (-1.9686, 3.5019, 2.7685)
H (-1.4460, 1.5813, 5.0520)
H (-0.3888, 2.9784, 4.6891)
H (-2.1099, 3.2123, 5.0531)
H (0.3372, 2.4173, 2.5507)
H (-0.7503, 2.5240, 1.1685)


Molecular formula: C4H6
Method: DFT, wB97M-V/def2-TZVPD

Computed properties:
multiplicity: 3
E_HOMO (alpha / beta): -5.15 / -10.33 eV
<S²>: 2.007
E_tot: -155.7587 hartree

Geometry (Å):
C (0.9525, 0.6701, -0.0352)
C (1.0150, -0.6966, -0.0092)
C (-0.5376, 0.7491, 0.0450)
C (-0.6754, -0.7664, -0.0265)
H (1.5867, 1.5447, 0.0398)
H (1.6895, -1.5134, 0.0689)
H (-0.7418, 1.2627, 0.9059)
H (-0.9585, 1.3249, -0.7782)
H (-1.0492, -1.3153, -0.8803)
H (-1.2810, -1.2598, 0.6698)


Per-record energy above the lowest of the compared OMol25 structures with the same formula, charge and spin, kcal per mole: 0.00, 24.48